Here is C17H15N7O8RhS as an isolated structure from the Open Molecules 2025 dataset. Energies are from wB97M-V/def2-TZVPD.

XYZ file:
```
49
Properties=species:S:1:pos:R:3
Rh 1.0898 1.6420 1.8449
O -0.2965 0.5152 -1.3927
C 0.9884 0.0919 -1.7670
C 1.9786 0.2179 -0.6261
N 2.0753 1.5354 0.1059
C 1.6657 2.7325 -0.7075
C 0.4119 3.4299 -0.1946
O -0.1476 4.2463 -0.8837
O 0.0499 3.0927 1.0133
C 3.5015 1.6983 0.5349
C 3.6143 2.8046 1.5779
O 4.6337 3.4436 1.6971
O 2.5239 2.9567 2.2690
H -0.8972 0.1575 -2.0795
H 1.3485 0.6501 -2.6417
H 0.9902 -0.9663 -2.0531
H 2.9690 0.0312 -1.0490
H 1.8100 -0.5370 0.1363
H 1.5215 2.4514 -1.7445
H 2.4697 3.4673 -0.6573
H 4.1158 1.9152 -0.3393
H 3.8277 0.7627 0.9870
N 2.0906 0.1759 2.8188
C 2.5786 -0.5868 3.5582
N 3.0245 -1.5318 4.2790
C 4.0905 -1.4028 5.0562
N 5.0072 -1.3871 5.7607
O -0.1180 -2.7784 -3.3135
S -1.0844 -2.0963 -4.1550
O -1.3897 -0.7387 -3.7003
O -2.8126 -3.0373 -3.7617
C -3.4343 -2.7883 -2.6659
N -4.7689 -3.0314 -2.6172
C -5.3993 -2.6550 -1.5220
C -4.7877 -2.0097 -0.4498
C -3.4176 -1.8655 -0.5768
N -2.7366 -2.2863 -1.6277
C -2.5313 -1.1480 0.3748
C -1.3339 -1.7290 0.7805
C -0.3767 -0.9407 1.3673
N -0.5334 0.3847 1.5170
C -1.7216 0.9236 1.2265
C -2.7548 0.1804 0.6917
H -6.4650 -2.8679 -1.4905
H -5.3374 -1.6756 0.4179
H -1.1260 -2.7663 0.5604
H 0.5727 -1.3474 1.6840
H -1.8055 1.9931 1.3503
H -3.6739 0.6735 0.4066
```

Charge: -1
ΔE to the lowest compared entry with this formula, charge and spin in eV: 0.125
HOMO-LUMO gap in eV: 6.856
Multiplicity: 1
HOMO energy in eV: -6.534
LUMO in eV: 0.3